1.
Formula: C37H36Cl2N2OP2RuS2
Source: the OMol25 dataset
Level of theory: wB97M-V/def2-TZVPD

Results
ΔE to the lowest compared entry with this formula, charge and spin in kcal/mol: 0.00
HOMO (alpha / beta) in Eh: -0.463 / -0.494
Gap between HOMO and LUMO (alpha / beta) in eV: 7.8 / 5.8
⟨S²⟩: 6.03
LUMO (alpha / beta) in eV: -4.8 / -7.6
Charge: +2
Multiplicity: 5
Max |F| in eV/A: 0.15
Total energy in a.u.: -4110.1303

Last column: Mulliken spin population.
Geometry (Å):
Ru 0.309985 1.760889 0.788513  2.261
Cl 0.659229 0.382818 4.249332  0.004
Cl 0.526542 3.117170 3.172257  0.073
S 1.280455 3.363500 -0.452320  0.426
S 2.364490 0.809782 0.975055  0.311
P -0.619361 -0.485901 0.805646  0.025
P 2.000187 -1.667761 -0.182552  0.324
O -6.099018 4.615591 -0.864823  0.000
N -1.533707 2.567818 0.353327  -0.010
N -3.593881 3.457420 -0.625852  0.031
C 1.380176 -2.024345 -2.866642  0.007
C 5.507235 -3.637969 0.124181  -0.022
C 5.217351 3.513611 -1.266424  0.010
C -3.101772 -2.357647 3.474060  0.002
C -3.715708 4.848346 -1.118780  -0.001
C 4.837077 1.521314 0.032712  0.024
C 1.239392 -3.998364 -1.473086  0.026
C 0.646477 -1.793323 1.035883  0.013
C -1.330072 -0.864254 -0.817354  0.044
C -2.490768 -2.384408 -2.283091  0.001
C 4.323170 -3.105751 -0.358995  0.047
C -2.578959 0.228664 2.612772  0.013
C 1.500886 -2.632801 -1.622583  0.137
C 3.845154 -2.201540 1.835695  0.042
C 3.475999 -2.399828 0.501065  0.053
C 5.026196 -2.742101 2.309480  -0.009
C -3.556678 0.001120 3.568151  0.005
C 0.721544 -4.131188 -3.815028  -0.003
C 0.988891 -2.779611 -3.964106  0.013
C 2.996869 2.988590 -0.519932  0.011
C 0.845613 -4.741892 -2.571053  0.012
C -2.125531 -2.134814 2.515238  0.003
C 3.487880 1.843307 0.101295  0.027
C -2.337973 -1.486594 -3.333653  0.001
C -2.503183 3.001152 -0.120324  0.016
C 3.868981 3.829563 -1.204200  0.029
C 5.856204 -3.460835 1.455372  0.049
C 5.699501 2.362880 -0.654295  0.024
C -1.993752 -2.073717 -1.029224  -0.001
C -1.863216 -0.838784 2.070509  0.004
C -1.681956 -0.282356 -3.131386  0.004
C -1.174565 0.027323 -1.876543  -0.019
C -4.996017 5.441128 -0.554407  0.001
C 1.428645 1.964079 4.205829  0.002
C -4.788015 2.598768 -0.792447  -0.003
C -3.820424 -1.292033 3.996960  0.001
C -5.992127 3.350500 -0.249692  0.002
H -4.101493 0.834743 3.990825  0.000
H 0.422688 -4.718855 -4.672894  0.000
H 1.049292 -1.699211 2.045776  -0.026
H -1.556223 0.413913 -3.950290  0.000
H 1.592929 -0.968401 -2.979910  0.012
H 1.357722 -4.480599 -0.509066  0.003
H 5.304061 -2.603836 3.345511  0.000
H -4.914100 2.398836 -1.857987  0.000
H -2.135221 -2.774107 -0.214238  0.000
H -4.907312 5.566255 0.531965  0.000
H -2.733063 -1.729887 -4.311204  0.000
H -5.907837 3.461364 0.838978  0.000
H -5.183399 6.413500 -1.005055  0.000
H -3.003524 -3.323676 -2.441559  0.000
H 4.051750 -3.249918 -1.397136  0.009
H 0.899425 -2.311726 -4.935322  0.000
H 0.197675 -2.783115 0.926527  0.012
H -2.357938 1.243040 2.306112  0.005
H 6.780090 -3.879818 1.830794  0.002
H -3.759431 4.816842 -2.208663  0.000
H 5.207331 0.626753 0.518903  0.001
H 2.422593 1.867776 3.785816  -0.003
H -1.572770 -2.982250 2.130628  0.004
H -6.904298 2.802364 -0.477050  0.000
H 3.221362 -1.623320 2.505870  -0.001
H 6.752358 2.122319 -0.708269  0.002
H -0.647260 0.964535 -1.736502  -0.040
H 3.490076 4.722177 -1.684789  0.001
H -4.623947 1.660061 -0.264725  0.001
H 0.646601 -5.799588 -2.462440  0.000
H -3.298335 -3.364819 3.815812  0.000
H 6.155909 -4.193047 -0.539442  0.000
H -2.838234 5.411831 -0.807035  0.001
H -4.577506 -1.469392 4.748846  0.000
H 1.436976 2.384675 5.204120  0.005
H 5.895622 4.167045 -1.797442  0.002

Atomic forces in eV per Å
Ru -0.09 0.06 -0.10
Cl 0.00 0.00 -0.01
Cl -0.02 -0.05 0.03
S 0.02 0.03 -0.01
S 0.06 0.01 0.01
P -0.02 -0.01 0.06
P -0.01 -0.01 0.00
O 0.00 0.00 0.00
N 0.05 0.06 0.01
N 0.00 0.01 0.01
C 0.01 -0.01 0.00
C 0.01 0.00 0.01
C 0.00 0.00 0.00
C 0.00 -0.01 0.00
C 0.00 0.00 0.00
C 0.01 0.00 0.00
C -0.04 0.01 0.00
C 0.02 -0.03 -0.01
C -0.03 -0.01 0.00
C 0.00 0.01 -0.01
C -0.01 -0.02 -0.01
C -0.01 -0.01 0.00
C 0.00 -0.03 0.01
C 0.00 -0.02 0.01
C 0.04 0.02 -0.04
C -0.01 0.00 0.00
C 0.01 0.00 0.00
C 0.00 -0.01 0.00
C 0.02 0.01 0.00
C -0.01 0.00 0.00
C 0.01 0.00 -0.01
C 0.00 0.00 0.00
C 0.00 0.00 0.00
C -0.01 0.01 0.00
C -0.01 -0.05 -0.02
C 0.01 0.00 0.00
C 0.01 0.00 -0.01
C 0.00 0.00 0.00
C -0.01 0.00 0.00
C 0.00 0.01 -0.01
C -0.01 0.00 0.01
C -0.01 0.00 0.00
C 0.00 0.00 0.00
C 0.00 0.02 0.01
C 0.00 0.00 -0.01
C 0.00 0.01 0.01
C 0.00 0.00 0.00
H 0.00 0.00 0.00
H 0.00 0.00 0.00
H 0.03 0.01 0.01
H 0.00 0.00 0.00
H 0.00 0.00 0.00
H 0.00 -0.01 -0.01
H 0.00 0.00 0.00
H 0.00 0.00 0.00
H 0.00 0.00 0.00
H 0.00 0.00 0.00
H 0.00 0.00 0.00
H 0.00 0.00 0.00
H 0.00 0.00 0.00
H 0.00 0.00 0.00
H 0.01 0.00 0.01
H 0.00 0.00 0.00
H 0.01 0.00 0.01
H 0.00 0.00 0.00
H 0.00 0.00 0.00
H 0.00 0.00 0.00
H 0.00 0.00 0.00
H 0.00 0.01 0.00
H 0.00 0.00 0.00
H 0.00 0.00 0.00
H -0.02 -0.01 0.00
H 0.00 0.00 0.00
H 0.00 0.02 0.02
H 0.00 0.00 0.00
H 0.00 0.00 0.00
H 0.00 0.00 0.00
H 0.00 0.00 0.00
H 0.00 0.00 0.00
H 0.00 0.00 0.00
H 0.00 0.00 0.00
H 0.00 0.00 0.00
H 0.00 0.00 0.00


2.
Formula: C13H17AlAsF6N3O2SSi
Source: the OMol25 dataset
Level of theory: wB97M-V/def2-TZVPD

Results
ΔE to the lowest compared entry with this formula, charge and spin in kcal/mol: 4.18
HOMO (alpha / beta) in Eh: -0.467 / -0.467
Gap between HOMO and LUMO (alpha / beta) in eV: 9.1 / 5.6
⟨S²⟩: 0.78
LUMO (alpha / beta) in eV: -3.6 / -7.1
Charge: +1
Multiplicity: 2
Max |F| in eV/A: 0.41
Total energy in a.u.: -4585.5286

Last column: Mulliken spin population.
Geometry (Å):
As -0.202782 -3.419105 -3.170561  0.000
S 0.020276 -1.517056 0.933893  0.622
Si -2.962920 -0.040389 1.948057  0.003
Al 1.487800 -1.321756 -0.954372  -0.004
F 0.796890 -3.518366 -4.537415  0.000
F -0.741157 -1.867782 -3.690835  0.000
F 1.403968 -2.261986 -2.381228  0.000
F -0.869953 -3.030029 -1.611362  0.001
F -1.517961 -4.294028 -3.737972  0.000
F 0.639828 -4.694077 -2.421441  0.000
O 1.862480 2.332766 -0.858636  0.000
O 3.113278 -1.875282 -0.230757  -0.001
N 2.608309 0.201138 -0.559773  0.007
N -0.150410 -0.213402 -1.229878  0.057
N 3.907949 2.012233 0.107965  0.000
C 2.714435 1.565204 -0.474889  0.003
C 4.095720 3.461433 0.183853  0.000
C 3.523844 -0.661244 -0.072516  -0.003
C -1.803692 1.343226 -1.863853  0.148
C 4.718196 -0.204273 0.510460  -0.001
C -1.832356 0.432792 3.350599  0.008
C -0.806014 -0.400736 -0.039455  0.036
C -1.999343 0.256632 0.300406  0.102
C -0.617092 0.629541 -2.115877  0.048
C -3.449991 -1.838084 1.960815  0.008
C 4.846661 1.152109 0.560263  0.000
C -2.473875 1.149613 -0.674630  -0.042
C -4.453265 1.077371 1.872671  -0.001
H -4.099507 -2.029537 2.817565  0.000
H 4.206585 3.873514 -0.816910  0.000
H 5.726837 1.619031 0.982176  0.000
H -0.066379 0.749266 -3.038522  0.005
H -4.182935 2.132814 1.819627  0.000
H 3.227286 3.912804 0.657011  0.000
H -5.035978 0.944315 2.786145  0.000
H -2.170006 2.033396 -2.609612  0.004
H -1.459677 1.452117 3.246365  0.000
H -3.386414 1.701282 -0.494043  0.002
H -2.387622 0.383386 4.289339  0.000
H 4.986405 3.664481 0.770913  0.000
H -2.593479 -2.506907 2.051002  -0.002
H -5.114950 0.842064 1.038476  0.000
H -0.977362 -0.235469 3.447643  -0.002
H -4.002467 -2.117326 1.063469  -0.001
H 5.470841 -0.875696 0.885828  0.000

Atomic forces in eV per Å
As 0.08 -0.01 -0.05
S 0.05 -0.14 0.04
Si -0.04 0.03 -0.14
Al 0.07 0.40 0.03
F -0.08 0.03 0.17
F 0.05 -0.15 0.05
F -0.04 -0.03 -0.02
F 0.05 0.01 -0.09
F 0.01 0.04 0.04
F -0.06 0.14 -0.09
O -0.03 0.07 -0.03
O 0.04 -0.14 0.12
N -0.08 -0.05 -0.06
N 0.02 -0.05 0.02
N 0.02 -0.02 -0.02
C -0.01 -0.06 -0.02
C -0.02 0.04 0.02
C 0.04 -0.11 -0.08
C 0.07 -0.05 0.00
C -0.01 0.13 0.00
C -0.02 -0.02 0.05
C 0.03 -0.03 -0.08
C -0.19 0.14 0.02
C -0.07 -0.01 0.03
C 0.01 0.00 0.08
C 0.02 -0.13 0.01
C 0.02 -0.03 0.03
C 0.06 -0.06 0.06
H -0.02 0.00 0.02
H -0.02 0.02 0.01
H 0.00 -0.03 0.01
H 0.03 -0.02 0.00
H 0.02 0.03 -0.01
H 0.03 0.01 -0.02
H -0.01 -0.01 0.02
H -0.01 0.01 -0.01
H -0.01 0.04 -0.03
H -0.03 0.00 0.02
H -0.02 0.00 0.02
H 0.00 0.02 -0.01
H 0.02 0.01 -0.01
H -0.01 -0.02 -0.04
H 0.02 -0.03 -0.02
H -0.02 0.03 -0.04
H 0.01 -0.01 0.01


3.
Formula: C17H26N2Ni
Source: the OMol25 dataset
Level of theory: wB97M-V/def2-TZVPD

Results
ΔE to the lowest compared entry with this formula, charge and spin in kcal/mol: 1.60
HOMO (alpha / beta) in Eh: -0.187 / -0.323
Gap between HOMO and LUMO (alpha / beta) in eV: 5.0 / 8.6
⟨S²⟩: 2.06
LUMO (alpha / beta) in eV: -0.1 / -0.2
Charge: 0
Multiplicity: 3
Max |F| in eV/A: 1.38
Total energy in a.u.: -2281.0909

Last column: Mulliken spin population.
Geometry (Å):
Ni -0.162701 0.253068 -0.387968  1.249
N -1.040711 1.570554 0.808693  0.166
N 1.414562 0.972126 0.457219  0.076
C -2.096571 3.204120 2.779762  0.048
C -0.718249 3.005573 2.703330  0.007
C -1.734111 -0.251186 -1.295951  -0.067
C 1.200819 1.808634 1.529649  0.117
C -0.162256 -2.768984 0.068550  -0.019
C -0.262649 -1.402909 0.705117  0.001
C -2.931965 2.588536 1.840016  0.071
C 1.171992 -2.989804 -0.643514  0.030
C 2.644980 0.462338 0.206118  0.018
C 3.539858 1.611580 2.116615  0.092
C 0.275378 -0.229777 -3.881630  -0.018
C 3.726179 0.750385 1.030984  0.043
C -0.197799 2.169271 1.713416  0.089
C -0.457634 -3.851960 1.114503  0.002
C -1.117214 0.373512 -4.090881  0.000
C 2.278662 2.173365 2.349773  -0.023
C -2.370032 1.777467 0.855088  0.000
H -1.254485 1.264823 -3.485173  0.002
H 0.315584 -3.872940 1.887920  -0.001
H -0.959665 -2.807302 -0.681694  0.003
H -1.260981 -1.270360 1.154108  -0.001
H -4.013883 2.716494 1.840228  0.006
H -2.978465 1.292176 0.090136  0.021
H -0.005373 3.486586 3.363619  0.009
H 2.021921 -2.842737 0.041960  0.000
H -2.021718 0.636694 -1.869607  -0.019
H 0.507450 -1.272974 1.477698  0.012
H -1.898004 -0.346967 -3.847701  -0.001
H 4.377489 1.854012 2.767262  0.010
H -1.419930 -3.653831 1.602901  -0.003
H -2.590371 -0.559394 -0.683093  0.010
H -2.520298 3.841566 3.549551  0.004
H 2.690602 -0.188298 -0.659693  0.009
H -1.294720 0.673996 -5.130130  0.001
H 2.101319 2.902054 3.152215  0.008
H 0.442035 -0.579328 -2.852460  0.060
H 1.305218 -2.305884 -1.497115  -0.016
H -1.452596 -1.063200 -1.972833  -0.001
H 1.223517 -4.018225 -1.024823  0.001
H 1.048863 0.508977 -4.109225  0.001
H -0.496337 -4.838894 0.644939  0.002
H 0.446263 -1.081117 -4.553528  -0.002
H 4.686028 0.298164 0.815649  0.005

Atomic forces in eV per Å
Ni -0.17 -0.02 1.00
N -0.13 -0.01 0.13
N 0.43 -0.12 -0.43
C 0.85 0.03 0.04
C -0.49 0.20 -0.02
C -0.35 -0.54 -0.34
C -0.19 -0.30 -0.23
C -0.20 0.27 -0.28
C -0.32 0.39 0.32
C -0.17 -0.58 -0.76
C 0.09 -0.19 0.03
C 0.12 0.71 1.17
C -0.86 0.87 0.53
C 0.08 0.07 -0.35
C -0.55 -0.66 -0.95
C -0.05 -0.31 -0.59
C 0.03 0.06 -0.12
C 0.11 -0.13 -0.64
C 0.62 -0.11 0.06
C 0.25 0.79 0.92
H -0.01 0.00 -0.02
H -0.01 0.02 -0.02
H 0.05 -0.22 -0.05
H 0.42 -0.08 0.02
H 0.31 0.06 0.15
H 0.26 0.19 0.35
H -0.34 0.05 0.17
H -0.22 -0.03 -0.11
H -0.12 -0.25 0.16
H -0.07 0.05 -0.06
H 0.06 0.18 -0.01
H -0.21 0.01 -0.13
H 0.19 -0.10 -0.10
H 0.35 -0.10 -0.01
H 0.11 -0.06 -0.09
H 0.25 0.01 0.09
H 0.31 -0.08 0.04
H 0.26 -0.51 -0.27
H -0.13 0.12 -0.27
H -0.10 -0.15 0.25
H -0.45 0.08 0.03
H 0.10 0.20 0.00
H -0.01 -0.05 0.06
H -0.02 0.01 0.07
H -0.07 0.11 0.18
H -0.01 0.10 0.06